No. 1
C6H6N2S2 | wB97M-V/def2-TZVPD

Last column: natural (NBO) charge in e.
Geometry (Å):
C (0.939, -2.312, -0.063)  0.237
C (1.464, -0.175, 0.806)  -0.201
C (1.560, 1.846, -0.736)  -0.039
C (0.168, 0.305, 0.166)  0.033
C (-2.220, 0.173, -0.334)  -0.675
C (-1.032, -0.330, 0.329)  -0.153
N (1.763, -1.553, 0.341)  -0.477
N (0.389, 1.345, -0.732)  -0.448
S (2.779, 0.910, 0.117)  0.248
S (-0.490, -2.872, -0.325)  0.077
H (1.519, -0.113, 1.922)  0.246
H (1.824, 2.839, -1.130)  0.222
H (-3.176, -0.403, -0.182)  0.226
H (-2.294, 1.354, -0.138)  0.244
H (-2.059, -0.022, -1.360)  0.233
H (-1.132, -0.992, 1.319)  0.227

Properties
HOMO-LUMO gap in eV: 8.36
Net charge: 0
E_HOMO in eV: -8.34

=====

No. 2
C6H6N3 | wB97M-V/def2-TZVPD

Last column: natural (NBO) charge in e.
Geometry (Å):
C (1.498, -0.768, 1.384)  0.351
C (-0.548, -1.658, 0.834)  0.373
C (0.366, 1.031, -1.272)  -0.206
C (-0.882, 0.634, -1.461)  -0.217
C (1.036, 1.238, 0.054)  0.207
C (-1.754, 0.113, -0.356)  0.213
N (0.588, -1.682, 1.514)  -0.503
N (1.448, 0.332, 0.875)  -0.320
N (-1.311, -0.747, 0.431)  -0.321
H (2.450, -0.976, 1.700)  0.212
H (-0.782, -2.603, 0.623)  0.220
H (0.815, 1.377, -2.123)  0.249
H (-1.272, 0.888, -2.476)  0.272
H (1.036, 2.211, 0.507)  0.235
H (-2.689, 0.609, -0.232)  0.234

Properties
HOMO-LUMO gap in eV: 9.19
Net charge: +1
E_HOMO in eV: -14.48

=====

No. 3
C6H6N3S | wB97M-V/def2-TZVPD

Last column: natural (NBO) charge in e.
Geometry (Å):
C (-2.825, 0.669, -0.612)  -0.215
C (-1.745, 1.510, -0.437)  -0.151
C (-2.903, -0.474, 0.137)  0.020
C (-0.625, 1.360, 0.414)  0.108
C (-0.971, 0.168, 1.058)  0.539
C (2.806, -1.073, -0.255)  -0.447
N (-1.892, -0.599, 0.915)  -0.281
N (0.507, 1.998, 0.266)  -0.775
N (1.864, -0.085, 0.029)  -0.680
S (1.946, 1.460, 0.117)  1.339
H (-3.752, 0.921, -1.276)  0.293
H (-1.437, 2.206, -1.179)  0.273
H (-3.735, -1.346, 0.182)  0.274
H (3.769, -0.667, -0.342)  0.208
H (2.861, -1.774, 0.621)  0.245
H (2.342, -1.640, -1.061)  0.247

Properties
HOMO-LUMO gap (alpha / beta) in eV: 7.46 / 7.46
Net charge: +1
E_HOMO (alpha / beta) in eV: -13.40 / -13.40

=====

No. 4
C6H6N4O | wB97M-V/def2-TZVPD

Last column: natural (NBO) charge in e.
Geometry (Å):
C (-0.863, 1.229, 1.484)  0.217
C (-0.368, -1.839, -0.114)  0.192
C (0.199, -1.235, 0.970)  0.072
C (-0.180, 0.723, -0.802)  0.229
C (-1.519, 0.016, -0.976)  -0.136
C (0.105, 1.123, 0.550)  -0.387
N (-1.659, 1.084, 2.292)  -0.321
N (0.646, 1.050, -1.723)  -0.642
N (1.795, -1.481, 2.694)  -0.320
N (0.900, -1.717, 1.920)  -0.061
O (-1.244, -1.359, -1.031)  -0.431
H (-0.099, -2.878, -0.235)  0.219
H (-2.309, 0.146, -0.266)  0.227
H (-1.941, 0.275, -2.051)  0.227
H (0.995, 1.660, 0.670)  0.235
H (1.471, 1.582, -1.545)  0.352
H (2.406, -0.671, 2.669)  0.327

Properties
HOMO-LUMO gap (alpha / beta) in eV: 6.23 / 6.83
Net charge: 0
E_HOMO (alpha / beta) in eV: -8.13 / -8.39

=====

No. 5
C6H6N4S | wB97M-V/def2-TZVPD

Last column: natural (NBO) charge in e.
Geometry (Å):
N (-0.346, 0.356, -2.158)  -0.483
N (0.957, -1.098, -0.947)  -0.195
N (1.261, -1.659, 0.159)  -0.199
S (-1.007, 2.161, -0.375)  0.376
C (-1.109, 1.390, -1.958)  0.257
C (0.361, 0.098, -1.003)  0.277
C (0.929, -1.005, 1.284)  0.165
C (0.324, 0.334, 1.269)  -0.207
C (0.059, 0.913, 0.080)  -0.265
N (-1.814, 1.657, -3.071)  -0.795
C (1.040, -1.717, 2.619)  -0.650
H (0.025, 0.767, 2.192)  0.216
H (-2.339, 2.506, -3.223)  0.397
H (-1.848, 0.895, -3.706)  0.422
H (0.652, -1.034, 3.375)  0.212
H (2.124, -1.759, 2.797)  0.228
H (0.732, -2.804, 2.666)  0.243

Properties
HOMO-LUMO gap in eV: 8.72
Net charge: 0
E_HOMO in eV: -8.31

=====

No. 6
C6H6NO3 | wB97M-V/def2-TZVPD

Last column: natural (NBO) charge in e.
Geometry (Å):
C (1.226, 1.423, -0.199)  0.774
C (2.288, -0.579, 0.091)  0.886
C (-1.952, 0.402, 1.430)  -0.520
C (-0.768, -0.186, 1.133)  -0.205
C (-0.034, -0.269, -0.119)  0.023
C (-0.632, -0.425, -1.504)  -0.645
N (2.299, 0.821, -0.012)  -0.704
O (0.699, 2.494, -0.324)  -0.628
O (3.309, -1.163, 0.190)  -0.627
O (1.082, -1.178, -0.045)  -0.534
H (-2.260, 0.496, 2.453)  0.181
H (-2.649, 0.691, 0.621)  0.176
H (-0.483, -0.867, 1.914)  0.202
H (-0.670, -1.506, -1.612)  0.197
H (0.176, -0.125, -2.224)  0.210
H (-1.632, -0.030, -1.792)  0.213

Properties
HOMO-LUMO gap in eV: 7.08
Net charge: -1
E_HOMO in eV: -3.26

=====

no.,strongest force on any atom (eV Å⁻¹)
1,4.49
2,9.30
3,5.51
4,4.17
5,3.20
6,3.74